[1]
Entry from OMol25: one molecule with the formula C15H23NO3 (ωB97M-V/def2-TZVPD).

Calculated values
energy: -865.84431 a.u.
charge: 0
E_HOMO: -8.576 eV
SMILES: CCCCOCCCNC(=O)c1cccc(OC)c1
relative energy (zero: lowest compared OMol25 entry of this formula, charge and spin): 2.089 eV

Each line ends with the Löwdin charge.
Element x y z (Å)
C -3.709 -1.091 -3.646  -0.11
C -2.909 -0.663 -2.422  -0.27
C -1.414 -0.907 -2.613  -0.20
C -0.619 -0.431 -1.395  -0.23
O 0.726 -0.868 -1.361  -0.17
C 1.581 -0.352 -2.365  -0.21
C 1.991 1.112 -2.163  -0.15
C 2.921 1.300 -0.961  -0.17
N 2.295 0.919 0.280  0.08
C 1.949 1.823 1.225  -0.45
O 2.219 3.007 1.129  0.06
C 1.270 1.259 2.431  -0.12
C 1.452 1.929 3.634  -0.03
C 0.857 1.452 4.789  -0.07
C 0.072 0.318 4.748  0.00
C -0.135 -0.351 3.540  -0.26
O -0.937 -1.451 3.607  -0.08
C -1.216 -2.160 2.426  -0.09
C 0.467 0.122 2.381  0.04
H -3.398 -0.527 -4.522  0.07
H -4.770 -0.918 -3.487  0.07
H -3.559 -2.149 -3.849  0.07
H -3.258 -1.219 -1.548  0.11
H -3.079 0.399 -2.228  0.11
H -1.082 -0.380 -3.509  0.11
H -1.228 -1.974 -2.757  0.13
H -1.064 -0.863 -0.494  0.11
H -0.678 0.663 -1.314  0.13
H 1.123 -0.472 -3.353  0.11
H 2.469 -0.990 -2.322  0.13
H 2.507 1.448 -3.063  0.12
H 1.104 1.733 -2.031  0.11
H 3.198 2.353 -0.863  0.12
H 3.829 0.702 -1.103  0.12
H 1.982 -0.036 0.346  0.12
H 2.062 2.818 3.644  0.12
H 1.004 1.967 5.726  0.11
H -0.403 -0.071 5.635  0.12
H -0.306 -2.547 1.957  0.10
H -1.848 -2.995 2.726  0.09
H -1.761 -1.539 1.706  0.09
H 0.295 -0.373 1.438  0.09

[2]
Entry from OMol25: a 2-piece molecular cluster, C15H23O4S overall in a non-equilibrium geometry (ωB97M-V/def2-TZVPD).

Calculated values
energy: -1284.14999 a.u.
charge: +1
E_HOMO: -10.140 eV
relative energy (zero: lowest compared OMol25 entry of this formula, charge and spin): 2.217 eV

Each line ends with the Löwdin charge.
Element x y z (Å)
C -2.973 1.068 2.110  -0.06
C -1.623 1.397 2.745  -0.26
O -0.544 1.245 1.855  -0.05
C 0.594 1.842 2.380  -0.62
C 1.781 1.599 1.675  -0.35
S 3.359 2.145 2.298  1.09
C 3.556 0.777 3.474  -0.26
C 4.372 1.407 0.990  -0.27
O 0.600 2.517 3.413  0.01
H -3.743 0.873 2.858  0.08
H -3.335 1.882 1.485  0.07
H -2.900 0.197 1.459  0.06
H -1.573 2.427 3.117  0.12
H -1.392 0.748 3.599  0.13
H 1.746 1.014 0.780  0.02
H 2.874 0.933 4.308  0.06
H 3.299 -0.170 3.003  0.06
H 4.578 0.726 3.843  0.06
H 4.196 1.929 0.054  0.05
H 5.426 1.497 1.245  0.06
H 4.140 0.354 0.849  0.06
C -3.368 -4.509 -3.242  -0.07
O -2.203 -4.409 -2.458  -0.04
C -1.660 -3.123 -2.320  -0.17
C -0.484 -3.031 -1.560  0.03
C 0.141 -1.836 -1.353  0.03
C -0.387 -0.644 -1.901  -0.18
C 0.257 0.568 -1.662  0.06
O -0.136 1.797 -2.091  -0.01
C 0.635 2.821 -1.498  -0.03
C -1.571 -0.731 -2.670  0.05
C -2.187 -1.941 -2.870  0.03
H -3.663 -5.559 -3.285  0.11
H -4.177 -3.933 -2.793  0.10
H -3.164 -4.160 -4.254  0.10
H -0.084 -3.934 -1.139  0.13
H 1.037 -1.782 -0.761  0.13
H 1.169 0.527 -1.092  0.12
H 0.337 3.781 -1.918  0.11
H 0.444 2.835 -0.425  0.09
H 1.695 2.656 -1.697  0.10
H -1.982 0.174 -3.091  0.14
H -3.088 -1.977 -3.457  0.12

[3]
Entry from OMol25: C15H24AuF3N5OPS as an isolated structure (ωB97M-V/def2-TZVPD).

Calculated values
energy: -2109.31757 a.u.
charge: +2
E_HOMO: -14.834 eV
relative energy (zero: lowest compared OMol25 entry of this formula, charge and spin): 0.000 eV

Each line ends with the Löwdin charge.
Element x y z (Å)
Au -0.215 0.117 0.069  1.15
F -6.292 1.305 0.899  0.19
C -5.224 0.629 0.499  -0.61
F -5.280 -0.612 0.997  0.16
F -5.248 0.533 -0.838  0.16
C -3.946 1.312 0.939  -0.07
C -3.943 2.517 1.611  0.08
C -2.729 3.137 1.923  0.02
C -1.552 2.530 1.569  -0.07
N -1.568 1.331 0.950  -0.13
C -2.722 0.740 0.631  -0.62
S -2.358 -0.743 -0.216  0.78
H -4.881 2.985 1.881  0.15
H -2.705 4.086 2.439  0.13
H -0.600 2.990 1.768  0.10
C 2.106 -1.881 -3.309  -0.14
P 0.611 -1.949 -2.347  0.64
C -0.727 -1.304 -3.330  -0.17
C 0.271 -3.650 -1.962  -0.14
O 0.875 -1.127 -1.038  -0.54
H 1.967 -2.462 -4.223  0.08
H 2.926 -2.316 -2.736  0.08
H 2.347 -0.852 -3.573  0.07
H -0.711 -1.779 -4.312  0.08
H -0.623 -0.225 -3.455  0.07
H -1.685 -1.519 -2.859  0.03
H 0.097 -4.199 -2.889  0.08
H -0.612 -3.732 -1.326  0.07
H 1.126 -4.087 -1.445  0.08
C 2.837 -0.074 0.536  -0.17
N 4.053 0.550 0.962  -0.08
C 4.307 1.759 0.171  -0.12
N 3.209 2.720 0.346  -0.08
C 1.983 2.130 -0.095  -0.17
N 1.661 0.883 0.706  -0.20
C 1.631 1.257 2.179  -0.16
N 2.861 1.867 2.577  -0.08
C 3.966 0.920 2.377  -0.12
C 3.108 3.068 1.770  -0.12
H 2.637 -0.966 1.130  0.14
H 2.900 -0.351 -0.510  0.11
H 4.395 1.496 -0.884  0.14
H 5.237 2.215 0.502  0.14
H 2.059 1.842 -1.145  0.13
H 1.160 2.840 0.021  0.12
H 1.456 0.346 2.754  0.14
H 0.811 1.945 2.350  0.09
H 3.796 0.029 2.982  0.14
H 4.897 1.388 2.687  0.14
H 4.037 3.532 2.093  0.14
H 2.293 3.780 1.912  0.14

[4]
Entry from OMol25: a 3-piece molecular cluster, C15H24B3BrN2O8S overall in a non-equilibrium geometry (ωB97M-V/def2-TZVPD).

Calculated values
energy: -4344.16120 a.u.
charge: 0
E_HOMO: -8.954 eV
SMILES: BrCCCB1OBOB(CCSc2nnco2)O1.O=C1CCCO1.O=C1CCCO1

Each line ends with the Löwdin charge.
Element x y z (Å)
Br 6.067 1.962 2.271  0.50
C 5.485 1.404 0.401  -0.54
C 4.057 2.219 0.138  -0.27
C 2.829 1.166 0.466  -0.10
B 1.426 1.906 0.914  -0.38
O 0.487 2.616 0.018  0.13
B -0.893 2.146 0.294  -0.19
O -1.327 1.382 1.485  0.09
B -0.186 0.924 2.301  -0.40
C -0.064 -0.497 3.119  -0.11
C -1.359 -1.493 2.987  -0.47
S -1.087 -2.983 1.885  0.88
C -0.222 -2.551 0.286  -0.47
N 0.888 -3.328 -0.402  0.01
N 1.163 -2.529 -1.536  -0.03
C 0.226 -1.304 -1.575  -0.03
O -0.682 -1.327 -0.390  -0.10
O 1.012 1.834 2.360  0.13
H 6.320 1.757 -0.356  0.08
H 5.352 0.241 0.458  0.08
H 3.991 2.641 -0.977  0.13
H 3.942 3.102 0.934  0.10
H 2.667 0.358 -0.385  0.12
H 3.189 0.544 1.420  0.12
H -1.717 2.456 -0.518  0.11
H 0.172 -0.238 4.257  0.14
H 0.922 -1.034 2.719  0.13
H -1.566 -1.926 4.080  0.11
H -2.346 -0.883 2.719  0.08
H 0.229 -0.447 -2.398  0.16
O -4.122 -0.343 4.090  0.09
C -4.488 0.776 3.768  -0.44
C -3.634 1.810 3.099  -0.09
C -4.442 3.067 3.300  -0.16
C -5.855 2.546 3.348  -0.17
O -5.758 1.248 3.932  0.04
H -3.531 1.558 2.039  0.13
H -2.654 1.882 3.577  0.13
H -4.286 3.817 2.520  0.12
H -4.181 3.521 4.264  0.13
H -6.296 2.448 2.351  0.13
H -6.502 3.179 3.962  0.13
O 2.733 -0.644 -4.918  0.09
C 2.087 -1.587 -5.345  -0.46
C 1.635 -2.766 -4.538  -0.11
C 1.253 -3.755 -5.611  -0.17
C 0.827 -2.863 -6.746  -0.17
O 1.635 -1.692 -6.629  0.03
H 0.775 -2.475 -3.929  0.09
H 2.443 -3.148 -3.910  0.12
H 0.476 -4.458 -5.301  0.12
H 2.136 -4.336 -5.906  0.12
H -0.225 -2.570 -6.673  0.13
H 0.998 -3.332 -7.720  0.13

Among the records above, which one has the highest charge?
C15H24AuF3N5OPS

Which of these has the lowest energy?
C15H24B3BrN2O8S

Among the records above, which one has the highest E_HOMO?
C15H23NO3